Entry 1:
Here is a structure of composition C48H72BCuNO2P2Sb2 in a non-equilibrium geometry from the Open Molecules 2025 dataset. Energies are from ωB97M-V/def2-TZVPD.

```
129
C48H72BCuNO2P2Sb2 ωB97M-V/def2-TZVPD
Cu -0.91 -0.63 -1.02
C 0.56 -2.70 -4.24
C -0.54 -3.30 -3.37
C -0.75 -4.80 -3.61
P -0.27 -2.79 -1.62
C 1.41 -3.33 -1.05
C 1.98 -4.67 -1.52
C 1.46 -3.23 0.48
C -1.48 -3.59 -0.55
C -1.36 -4.93 -0.16
C -2.10 -5.47 0.87
C -1.98 -6.91 1.28
C -2.95 -4.59 1.56
C -3.11 -3.28 1.16
C -2.44 -2.75 0.05
N -2.61 -1.44 -0.41
C -3.81 -0.78 -0.18
C -5.02 -1.47 0.06
C -6.15 -0.83 0.53
C -6.13 0.54 0.79
C -7.31 1.25 1.41
C -5.01 1.24 0.37
C -3.90 0.63 -0.21
P -2.62 1.58 -1.12
C -3.23 3.35 -1.06
C -4.55 3.68 -1.75
C -2.13 4.26 -1.63
C -3.03 1.18 -2.93
C -1.89 0.41 -3.61
C -4.36 0.48 -3.18
H 0.33 -2.83 -5.30
H 1.53 -3.17 -4.04
H 0.67 -1.62 -4.05
H -1.48 -2.80 -3.61
H 0.15 -5.37 -3.40
H -1.02 -4.96 -4.65
H -1.56 -5.18 -2.98
H 2.06 -2.54 -1.46
H 1.36 -5.51 -1.20
H 2.97 -4.80 -1.08
H 2.09 -4.72 -2.61
H 0.93 -4.06 0.94
H 1.02 -2.30 0.83
H 2.50 -3.26 0.81
H -0.65 -5.57 -0.67
H -1.17 -7.41 0.73
H -2.90 -7.46 1.08
H -1.76 -7.01 2.34
H -3.49 -4.95 2.43
H -3.77 -2.64 1.74
H -5.05 -2.54 -0.10
H -7.05 -1.40 0.72
H -7.91 0.56 2.00
H -7.97 1.68 0.65
H -6.98 2.06 2.06
H -5.02 2.32 0.50
H -3.31 3.58 0.01
H -4.44 3.65 -2.84
H -4.86 4.69 -1.49
H -5.36 3.00 -1.48
H -2.00 4.08 -2.70
H -2.40 5.31 -1.50
H -1.17 4.09 -1.14
H -3.06 2.17 -3.40
H -1.86 -0.63 -3.27
H -0.92 0.87 -3.41
H -2.05 0.39 -4.70
H -4.31 -0.56 -2.86
H -4.59 0.50 -4.25
H -5.19 0.95 -2.64
C -1.98 -0.67 3.26
Sb -0.62 0.46 2.02
C 1.04 0.31 3.38
C -1.39 2.39 2.78
C -0.41 3.29 3.47
C -0.23 3.10 4.84
C 0.62 3.89 5.60
C 1.31 4.92 4.99
C 1.13 5.14 3.63
C 0.30 4.34 2.85
C 0.20 4.64 1.39
Sb 1.48 3.31 0.19
C 3.20 3.66 1.44
C 2.06 4.81 -1.27
H -3.00 -0.52 2.89
H -1.92 -0.33 4.30
H -1.75 -1.74 3.21
H 1.60 -0.60 3.17
H 1.69 1.17 3.25
H 0.67 0.29 4.41
H -2.15 2.08 3.50
H -1.89 2.86 1.93
H -0.80 2.31 5.33
H 0.73 3.71 6.66
H 1.97 5.56 5.56
H 1.66 5.95 3.15
H 0.56 5.65 1.18
H -0.82 4.56 1.02
H 3.37 4.74 1.53
H 4.08 3.18 1.02
H 3.02 3.25 2.44
H 1.78 5.81 -0.93
H 1.57 4.60 -2.22
H 3.14 4.76 -1.41
C 8.09 -0.29 -0.71
C 6.86 -0.35 0.19
C 7.00 0.74 1.27
C 6.83 -1.73 0.86
C 5.56 -0.13 -0.58
C 5.54 0.17 -1.94
C 4.35 0.36 -2.65
C 3.17 0.25 -1.95
O 1.87 0.34 -2.38
B 1.05 0.09 -1.27
O 1.89 -0.12 -0.14
C 3.18 -0.04 -0.59
C 4.34 -0.22 0.11
H 8.99 -0.48 -0.12
H 8.20 0.69 -1.18
H 8.04 -1.05 -1.50
H 7.92 0.58 1.84
H 6.16 0.72 1.97
H 7.04 1.73 0.82
H 7.77 -1.91 1.39
H 6.70 -2.52 0.12
H 6.02 -1.81 1.58
H 6.46 0.25 -2.49
H 4.35 0.59 -3.71
H 4.30 -0.44 1.17
```

<S²>: 0.76
orbital gap (alpha / beta): 6.97 / 6.27 eV
lowest unoccupied orbital energy (alpha / beta): 0.619 / -0.261 eV
net charge: 0
multiplicity: 2
energy above the lowest of the compared OMol25 structures with the same formula, charge and spin: 0.092 eV

Atom charges from the natural (NBO) analysis, given in e for atoms 1 to 2: 0.927, -0.617


Entry 2:
Here is a cluster of 12 separate species, C48H72O31 in total in a non-equilibrium geometry from the Open Molecules 2025 dataset. Energies are from ωB97M-V/def2-TZVPD.

```
151
C48H72O31 ωB97M-V/def2-TZVPD
C 2.58 3.13 1.35
C 3.73 2.52 0.53
C 5.00 3.31 0.47
O 6.03 2.39 0.75
C 5.45 1.19 1.02
O 6.15 0.24 1.32
O 4.14 1.29 1.07
H 1.93 2.38 1.79
H 2.01 3.88 0.80
H 2.96 3.65 2.23
H 3.44 2.36 -0.51
H 4.98 4.20 1.09
H 5.09 3.79 -0.51
C -4.59 5.73 1.43
C -3.23 5.03 1.58
C -3.24 3.67 0.80
O -2.29 3.91 -0.29
C -1.68 5.08 -0.17
O -0.82 5.55 -0.91
O -2.29 5.79 0.86
H -5.44 5.11 1.72
H -4.80 6.06 0.41
H -4.59 6.65 2.01
H -2.95 4.90 2.63
H -4.23 3.39 0.45
H -2.90 2.81 1.37
C 2.77 -0.38 3.42
C 3.64 -0.66 4.64
C 3.81 -2.17 4.98
O 5.17 -2.35 4.68
C 5.85 -1.19 4.43
O 7.05 -1.12 4.26
O 5.02 -0.18 4.48
H 2.50 0.68 3.36
H 1.84 -0.95 3.40
H 3.32 -0.63 2.52
H 3.30 -0.24 5.58
H 3.19 -2.77 4.32
H 3.59 -2.45 6.02
C 2.50 4.49 -4.78
C 1.97 4.97 -3.46
C 2.62 4.57 -2.22
O 2.78 5.75 -1.46
C 2.40 6.80 -2.13
O 2.40 7.93 -1.72
O 2.11 6.40 -3.37
H 1.99 5.05 -5.56
H 2.37 3.42 -4.93
H 3.55 4.66 -5.00
H 0.91 4.77 -3.30
H 3.61 4.17 -2.40
H 1.96 3.84 -1.77
C 1.17 -2.04 -4.59
C 0.39 -1.01 -3.77
C -0.57 -0.05 -4.41
O -1.72 -0.09 -3.70
C -1.73 -1.16 -2.99
O -2.70 -1.57 -2.34
O -0.53 -1.79 -3.03
H 0.51 -2.49 -5.34
H 1.61 -2.88 -4.06
H 1.99 -1.60 -5.15
H 1.06 -0.63 -3.00
H -0.85 -0.45 -5.38
H -0.16 0.95 -4.59
C 3.55 -2.37 -1.58
C 4.39 -2.97 -2.68
C 5.79 -2.55 -2.80
O 6.56 -3.74 -2.67
C 5.81 -4.75 -2.42
O 6.17 -5.91 -2.32
O 4.51 -4.35 -2.40
H 2.59 -2.88 -1.51
H 3.38 -1.30 -1.65
H 4.10 -2.56 -0.65
H 3.98 -2.77 -3.67
H 5.94 -1.88 -1.95
H 6.04 -2.01 -3.71
C -3.85 -7.60 -1.47
C -2.71 -6.90 -0.63
C -1.38 -6.80 -1.32
O -0.97 -5.47 -1.07
C -1.98 -4.72 -0.47
O -1.91 -3.54 -0.17
O -3.07 -5.54 -0.30
H -4.85 -7.38 -1.11
H -3.81 -8.69 -1.47
H -3.82 -7.26 -2.51
H -2.73 -7.43 0.33
H -1.37 -7.00 -2.40
H -0.59 -7.40 -0.86
O -2.90 -0.59 5.31
C -2.27 0.44 5.15
C -1.39 0.82 4.00
C -0.99 2.23 4.22
C -1.26 2.38 5.67
O -2.20 1.37 6.11
H -0.55 0.14 3.86
H -1.99 0.77 3.09
H 0.01 2.52 3.88
H -1.66 2.92 3.70
H -0.36 2.38 6.29
H -1.64 3.38 5.86
O -4.46 0.85 1.65
C -4.87 -0.29 1.59
C -4.24 -1.64 1.93
C -5.02 -2.61 1.06
C -6.39 -1.91 0.97
O -6.10 -0.49 1.05
H -3.19 -1.75 1.69
H -4.46 -1.83 2.98
H -4.63 -2.63 0.04
H -5.11 -3.65 1.37
H -7.01 -2.15 0.11
H -6.93 -2.11 1.89
O -4.90 1.45 -5.55
C -4.00 2.16 -5.13
C -2.55 2.47 -5.66
C -1.97 3.19 -4.45
C -3.18 3.95 -3.90
O -4.25 3.01 -4.17
H -2.10 1.51 -5.90
H -2.76 3.11 -6.52
H -1.70 2.47 -3.67
H -1.21 3.91 -4.76
H -3.09 4.25 -2.86
H -3.45 4.84 -4.47
O -3.16 -4.24 3.43
C -1.91 -4.22 3.39
C -0.99 -3.09 3.77
C 0.36 -3.48 3.15
C 0.19 -4.94 2.71
O -1.25 -5.18 2.90
H -1.36 -2.11 3.47
H -0.87 -3.04 4.86
H 0.53 -2.85 2.27
H 1.17 -3.30 3.86
H 0.46 -5.12 1.67
H 0.79 -5.55 3.38
O 0.24 2.15 -1.58
C 0.26 1.25 -0.70
C -0.68 1.07 0.49
C -0.47 -0.37 0.87
C 0.83 -0.84 0.16
O 1.01 0.18 -0.81
H -0.30 1.76 1.24
H -1.72 1.33 0.26
H -0.18 -0.38 1.92
H -1.32 -1.03 0.67
H 1.63 -0.83 0.90
H 0.56 -1.83 -0.20
```

orbital gap: 9.70 eV
lowest unoccupied orbital energy: -0.242 eV
net charge: 0
SMILES: C[C@H]1COC(=O)O1.C[C@H]1COC(=O)O1.C[C@H]1COC(=O)O1.C[C@H]1COC(=O)O1.C[C@H]1COC(=O)O1.C[C@H]1COC(=O)O1.C[C@H]1COC(=O)O1.O=C1CCCO1.O=C1CCCO1.O=C1CCCO1.O=C1CCCO1.O=C1CCCO1

Atom charges from the Mulliken analysis, given in e for atoms 1 to 2: -0.710, 0.833


Entry 3:
Here is a cluster of 12 separate species, C48H72O36 in total in a non-equilibrium geometry from the Open Molecules 2025 dataset. Energies are from ωB97M-V/def2-TZVPD.

```
156
C48H72O36 ωB97M-V/def2-TZVPD
C -1.55 0.08 -0.26
C -0.05 -0.09 -0.18
C 0.43 -1.41 0.45
O 1.49 -1.92 -0.45
C 1.52 -1.09 -1.50
O 2.26 -1.24 -2.42
O 0.43 -0.30 -1.54
H -2.02 0.51 0.62
H -2.01 -0.90 -0.39
H -1.72 0.64 -1.19
H 0.50 0.74 0.27
H -0.24 -2.25 0.62
H 1.08 -1.16 1.29
C -3.60 2.92 4.83
C -3.84 3.49 3.44
C -3.34 2.62 2.25
O -4.44 2.67 1.34
C -5.51 3.28 1.92
O -6.53 3.51 1.38
O -5.24 3.55 3.22
H -3.23 3.75 5.45
H -2.81 2.17 4.85
H -4.51 2.52 5.26
H -3.36 4.46 3.31
H -3.25 1.59 2.59
H -2.41 3.05 1.89
C -3.64 -5.05 -1.56
C -2.60 -4.08 -2.07
C -1.21 -4.24 -1.48
O -0.34 -4.02 -2.59
C -1.01 -4.28 -3.75
O -0.55 -4.45 -4.82
O -2.34 -4.35 -3.46
H -3.40 -6.11 -1.55
H -4.53 -4.78 -2.12
H -3.82 -4.79 -0.51
H -2.92 -3.05 -1.92
H -1.08 -5.22 -1.01
H -0.90 -3.45 -0.80
C -1.50 -0.53 -4.31
C -1.80 -0.15 -5.73
C -2.29 -1.24 -6.68
O -3.56 -0.77 -7.11
C -3.70 0.53 -6.75
O -4.58 1.23 -7.14
O -2.79 0.86 -5.81
H -1.17 -1.56 -4.13
H -2.41 -0.59 -3.70
H -0.74 0.04 -3.78
H -0.86 0.24 -6.14
H -2.24 -2.25 -6.26
H -1.64 -1.33 -7.56
C 3.88 0.70 -4.39
C 4.81 -0.31 -5.01
C 5.96 0.16 -5.92
O 7.06 0.22 -4.99
C 6.79 -0.58 -3.95
O 7.56 -0.81 -3.07
O 5.51 -1.02 -3.98
H 4.31 1.16 -3.50
H 2.89 0.28 -4.29
H 3.64 1.49 -5.12
H 4.27 -0.98 -5.68
H 5.78 1.13 -6.35
H 6.21 -0.60 -6.66
C 4.12 5.37 0.84
C 3.96 3.93 0.47
C 2.89 3.15 1.27
O 2.27 2.32 0.30
C 2.50 2.85 -0.93
O 2.06 2.43 -1.95
O 3.36 3.89 -0.85
H 3.20 5.87 1.16
H 4.61 5.99 0.09
H 4.77 5.41 1.73
H 4.87 3.33 0.51
H 2.20 3.97 1.54
H 3.26 2.69 2.18
C -7.15 0.40 0.86
C -6.29 -0.78 0.53
C -4.90 -0.78 1.15
O -4.67 -2.15 1.47
C -5.82 -2.85 1.40
O -5.90 -4.00 1.67
O -6.84 -2.03 1.06
H -7.33 0.52 1.93
H -8.12 0.25 0.38
H -6.69 1.24 0.35
H -6.22 -0.90 -0.55
H -4.78 -0.20 2.06
H -4.13 -0.56 0.41
C 4.57 -1.01 0.88
C 5.59 -0.63 1.92
C 5.11 -0.20 3.31
O 6.05 -0.78 4.20
C 6.68 -1.80 3.58
O 7.42 -2.59 4.05
O 6.28 -1.84 2.28
H 5.09 -1.23 -0.05
H 3.80 -0.27 0.64
H 4.06 -1.92 1.19
H 6.26 0.14 1.50
H 4.12 -0.56 3.57
H 5.03 0.88 3.37
C 1.50 2.08 7.80
C 1.76 2.54 6.40
C 3.25 2.84 6.04
O 3.34 2.24 4.74
C 2.26 1.47 4.46
O 2.19 0.82 3.48
O 1.32 1.60 5.42
H 0.43 2.03 8.02
H 1.87 2.69 8.62
H 1.85 1.05 7.87
H 1.35 3.52 6.14
H 3.94 2.29 6.68
H 3.45 3.90 6.03
C -2.78 2.85 -3.11
C -3.27 3.57 -1.85
C -3.19 5.09 -1.88
O -4.45 5.48 -2.41
C -5.33 4.48 -2.10
O -6.50 4.57 -2.24
O -4.67 3.39 -1.64
H -3.61 2.69 -3.80
H -2.65 1.80 -2.85
H -1.93 3.36 -3.54
H -2.60 3.23 -1.06
H -2.32 5.48 -2.41
H -3.14 5.51 -0.87
C -4.85 -1.39 5.65
C -3.43 -0.95 5.41
C -2.37 -2.04 5.68
O -1.57 -2.09 4.51
C -2.20 -1.41 3.53
O -1.78 -1.32 2.42
O -3.27 -0.73 3.98
H -5.02 -1.46 6.73
H -5.01 -2.38 5.23
H -5.54 -0.67 5.22
H -3.14 -0.01 5.88
H -2.87 -2.99 5.85
H -1.82 -1.76 6.58
C 3.72 -4.44 -2.11
C 4.72 -4.02 -3.15
C 6.20 -3.99 -2.73
O 6.83 -4.89 -3.64
C 5.95 -5.33 -4.57
O 6.26 -6.03 -5.48
O 4.72 -4.86 -4.32
H 3.62 -3.66 -1.36
H 4.07 -5.34 -1.60
H 2.76 -4.61 -2.59
H 4.58 -3.01 -3.53
H 6.36 -4.36 -1.71
H 6.64 -3.00 -2.74
```

orbital gap: 9.40 eV
lowest unoccupied orbital energy: -0.835 eV
net charge: 0
SMILES: C[C@H]1COC(=O)O1.C[C@H]1COC(=O)O1.C[C@H]1COC(=O)O1.C[C@H]1COC(=O)O1.C[C@H]1COC(=O)O1.C[C@H]1COC(=O)O1.C[C@H]1COC(=O)O1.C[C@H]1COC(=O)O1.C[C@H]1COC(=O)O1.C[C@H]1COC(=O)O1.C[C@H]1COC(=O)O1.C[C@H]1COC(=O)O1
energy above the lowest of the compared OMol25 structures with the same formula, charge and spin: 4.188 eV

Atom charges from the Mulliken analysis, given in e for atoms 1 to 2: 0.251, 1.198


Look up the net charge of the first one.
0